#one
C4H8NOP | wB97M-V/def2-TZVPD

Last column: Löwdin charge in e.
Positions of all 15 atoms, in Å:
C (-0.3365, -0.5456, 2.1248)  -0.187
C (-1.2302, 0.0019, 1.0291)  0.019
C (0.4929, 0.0282, -0.2591)  -0.605
C (0.2038, -0.7786, -1.4455)  -0.108
N (0.9017, -0.7775, 1.9144)  0.024
O (1.3479, -0.5278, 0.6781)  -0.182
P (0.9199, 1.8655, -0.4871)  0.879
H (-0.5640, -0.4664, 3.2406)  0.127
H (-1.8070, -0.5872, 0.4280)  0.020
H (-1.5062, 1.0780, 0.9099)  0.070
H (1.1086, -1.3187, -1.8509)  0.115
H (-0.0912, -0.3077, -2.2980)  0.034
H (-0.5255, -1.5400, -1.2679)  0.071
H (-0.2744, 2.1701, -0.9065)  -0.170
H (1.3602, 1.7058, -1.8098)  -0.108

Computed properties:
2S+1   1
LUMO energy   0.03065 Ha
HOMO energy   -8.993 eV
Orbital gap   9.83 eV


#two
C4H8NOP | wB97M-V/def2-TZVPD

Last column: Löwdin charge in e.
Positions of all 15 atoms, in Å:
C (0.5675, 0.9807, -0.7494)  -0.058
C (-0.1665, -0.2177, -0.3377)  -0.532
C (-1.0565, -0.0008, 0.9622)  -0.010
C (0.4029, -1.5900, -0.6537)  -0.168
N (-0.6795, -1.0835, -1.3560)  -0.271
P (-1.0792, -0.9680, -3.0290)  0.817
O (-1.9996, 0.1520, -3.2185)  -0.495
H (-0.1284, 1.6788, -1.0917)  0.063
H (1.3362, 0.7159, -1.5220)  0.106
H (0.9407, 1.5497, 0.0830)  0.080
H (-1.2413, 1.0997, 1.3008)  0.105
H (-0.4936, -0.3807, 1.8041)  0.064
H (-2.0178, -0.3694, 0.6866)  0.061
H (1.5011, -1.4902, -0.8894)  0.125
H (0.2116, -2.3099, 0.1636)  0.114

Computed properties:
2S+1   1
LUMO energy   0.00161 Ha
Structure (SMILES)   CC1(C)CN1P=O
HOMO energy   -9.551 eV
Orbital gap   9.59 eV


#three
C4H8NOP | wB97M-V/def2-TZVPD

Last column: Löwdin charge in e.
Positions of all 15 atoms, in Å:
C (-1.0036, 0.1712, -0.0576)  -0.202
C (-0.0924, -0.7235, 0.7987)  -0.275
C (-0.5659, 1.6448, -0.0974)  -0.268
C (0.8788, -1.5776, -0.0168)  -0.471
N (0.4894, 1.9683, -0.9913)  0.030
O (1.4102, 0.9343, -1.1938)  -0.557
P (2.0833, -0.6194, -1.0856)  0.961
H (-1.0422, -0.2080, -1.0833)  0.112
H (-2.0187, 0.1406, 0.3414)  0.105
H (0.4689, -0.1041, 1.5055)  0.105
H (-0.7077, -1.4062, 1.3906)  0.102
H (-1.4024, 2.2781, -0.4173)  0.114
H (-0.2852, 1.9600, 0.9211)  0.119
H (1.4678, -2.2066, 0.6613)  0.061
H (0.3196, -2.2519, -0.6756)  0.063

Computed properties:
2S+1   1
LUMO energy (alpha / beta)   -0.01393 / 0.00726 Ha
HOMO energy (alpha / beta)   -8.845 / -7.827 eV
Orbital gap (alpha / beta)   8.47 / 8.02 eV


Relative energies with respect to the most stable structure, expressed in hartree: #one 0.1488; #two 0.0000; #three 0.1005.


#one
C4H13NO2 | wB97M-V/def2-TZVPD

Last column: Löwdin charge in e.
Positions of all 20 atoms, in Å:
C (1.3619, -0.3128, 0.9236)  -0.083
C (-0.0436, 0.3542, 0.9614)  -0.281
N (-0.3841, 1.0835, -0.2479)  -0.105
C (-0.8905, 0.3486, -1.3915)  -0.198
C (0.1333, 0.1033, -2.5095)  -0.232
O (-0.1495, 0.8934, -3.6809)  -0.090
H (1.2493, -1.3983, 0.9008)  0.061
H (1.8705, -0.0042, 0.0121)  0.053
H (1.9471, 0.0144, 1.7804)  0.059
H (-0.8012, -0.3869, 1.2514)  0.102
H (-0.0354, 1.1238, 1.7336)  0.103
H (-0.7810, 1.9828, -0.0414)  0.099
H (-1.2600, -0.6140, -1.0319)  0.110
H (-1.7016, 0.9265, -1.8264)  0.117
H (-0.0232, -0.8990, -2.8808)  0.102
H (1.1883, 0.2036, -2.2384)  0.108
H (0.2777, 1.7522, -3.6282)  0.076
O (-0.2657, -1.9408, 4.8512)  -0.063
H (-0.3605, -2.7733, 4.3771)  0.031
H (0.6629, -1.8921, 5.0996)  0.031

Computed properties:
2S+1   1
LUMO energy   0.03012 Ha
Structure (SMILES)   CCNCCO.O
HOMO energy   -8.441 eV
Orbital gap   9.26 eV


#two
C4H13NO2 | wB97M-V/def2-TZVPD

Last column: Löwdin charge in e.
Positions of all 20 atoms, in Å:
C (1.7245, 0.6702, -0.0783)  -0.048
C (0.2843, 0.9739, -0.4135)  -0.381
O (-0.5120, 1.1028, 0.7769)  -0.052
C (-0.3194, -0.1828, -1.2395)  -0.392
C (-0.2990, -1.5364, -0.4909)  -0.052
N (-1.6942, 0.1545, -1.6532)  0.028
H (2.2859, 1.5824, 0.1372)  0.082
H (2.2740, 0.1668, -0.8760)  0.091
H (1.7865, 0.0935, 0.8444)  0.072
H (0.2105, 1.9163, -0.9449)  0.141
H (-0.8012, 2.0018, 0.8731)  0.095
H (0.2447, -0.2544, -2.1675)  0.129
H (-1.0554, -1.6090, 0.2935)  0.079
H (0.6550, -1.6002, 0.0420)  0.065
H (-0.3996, -2.3872, -1.1587)  0.073
H (-2.2162, 0.6889, -0.9757)  0.060
H (-2.1774, -0.6793, -1.9451)  0.062
O (0.3635, -0.4395, 3.0708)  -0.079
H (0.0154, -0.0677, 2.2331)  -0.006
H (-0.3698, -0.5946, 3.6724)  0.030

Computed properties:
2S+1   1
LUMO energy   0.02302 Ha
Structure (SMILES)   C[C@H](O)[C@@H](C)N.O
HOMO energy   -9.017 eV
Orbital gap   9.64 eV


Relative energies with respect to the most stable structure, expressed in hartree: #one 0.0328; #two 0.0000.


#one
C5H14 | wB97M-V/def2-TZVPD

Last column: Löwdin charge in e.
Positions of all 19 atoms, in Å:
C (-0.0370, 0.0255, 2.7147)  -0.133
C (-0.0212, -0.8077, 1.3921)  -0.302
C (1.0426, -1.9735, 1.5308)  -0.112
H (0.7334, 0.7821, 2.7969)  0.058
H (0.2062, -0.7089, 3.5016)  0.060
H (-1.0652, 0.4062, 2.9675)  0.075
H (-1.1047, -1.1183, 1.1805)  0.116
H (0.3293, -0.2709, 0.5463)  0.052
H (0.3873, -2.8044, 1.9144)  0.089
H (1.4551, -2.1655, 0.5876)  0.030
H (1.8900, -1.6062, 2.1112)  0.068
C (-0.5821, 0.6154, -2.9698)  -0.165
C (-0.3694, 2.0252, -2.3443)  -0.143
H (-0.1158, 0.5391, -3.9817)  0.063
H (-0.1362, -0.1833, -2.3418)  0.047
H (-1.6713, 0.2944, -3.0828)  0.079
H (-0.3902, 1.8985, -1.2588)  0.062
H (0.5648, 2.5106, -2.5509)  0.061
H (-1.1156, 2.5416, -2.7136)  -0.003

Computed properties:
2S+1   1
LUMO energy   0.03968 Ha
Structure (SMILES)   CCC.CC
HOMO energy   -11.031 eV
Orbital gap   12.11 eV


#two
C5H14 | wB97M-V/def2-TZVPD

Last column: Löwdin charge in e.
Positions of all 19 atoms, in Å:
C (-1.4710, 1.5310, 1.1033)  -0.101
C (-0.3996, 1.2478, -0.0009)  -0.313
C (1.0268, 1.1462, 0.4970)  -0.125
H (-0.9738, 1.5075, 2.0695)  0.060
H (-2.3419, 0.8829, 1.0784)  0.061
H (-1.8207, 2.5519, 0.9546)  0.059
H (-0.7773, 0.4005, -0.5565)  0.053
H (-0.4730, 2.1066, -0.6737)  0.097
H (1.3182, 2.0758, 0.9817)  0.076
H (1.1197, 0.3786, 1.2757)  0.073
H (1.7032, 0.7783, -0.2665)  0.047
C (0.0506, -2.2920, -0.2441)  -0.145
C (0.7420, -1.4689, -1.3357)  -0.187
H (-0.0558, -3.3181, -0.5867)  0.059
H (0.5812, -2.2088, 0.7016)  0.061
H (-0.9669, -1.9367, -0.0670)  0.059
H (0.2479, -0.6006, -1.7404)  0.045
H (1.1461, -2.1454, -2.1001)  0.064
H (1.7559, -1.1209, -1.0952)  0.055

Computed properties:
2S+1   1
LUMO energy   0.04419 Ha
Structure (SMILES)   CCC.CC
HOMO energy   -11.184 eV
Orbital gap   12.39 eV


Relative energies with respect to the most stable structure, expressed in hartree: #one 0.0144; #two 0.0000.


#one
C5H14 | wB97M-V/def2-TZVPD

Last column: Löwdin charge in e.
Positions of all 19 atoms, in Å:
C (-0.5250, -0.3176, 1.5566)  -0.100
C (1.0769, -0.0245, 1.5655)  -0.257
C (1.2321, 1.4503, 1.9847)  -0.140
H (-0.9660, -0.9527, 2.3077)  0.053
H (-1.0920, 0.5961, 1.7850)  0.056
H (-0.6290, -0.6453, 0.5173)  0.023
H (1.6091, -0.7396, 2.1980)  0.090
H (1.2277, -0.1690, 0.4780)  0.079
H (2.1362, 1.6606, 2.5571)  0.061
H (1.0123, 2.0832, 1.1202)  0.072
H (0.3896, 1.7244, 2.6542)  0.061
C (-1.0838, -1.1769, -2.0937)  -0.174
C (-0.5450, 0.0366, -2.8202)  -0.176
H (-1.3677, -1.9757, -2.7550)  0.056
H (-0.2822, -1.6219, -1.4855)  0.060
H (-1.9114, -0.8634, -1.4750)  0.058
H (0.3947, 0.4310, -2.4409)  0.054
H (-1.2270, 0.9034, -2.7858)  0.066
H (-0.3739, -0.1010, -3.8886)  0.058

Computed properties:
2S+1   1
LUMO energy   0.04204 Ha
Structure (SMILES)   CCC.CC
HOMO energy   -10.792 eV
Orbital gap   11.94 eV


#two
C5H14 | wB97M-V/def2-TZVPD

Last column: Löwdin charge in e.
Positions of all 19 atoms, in Å:
C (0.5985, -0.9891, 1.4291)  -0.125
C (-0.3815, -2.0880, 1.0038)  -0.314
C (-1.3034, -1.7934, -0.1196)  -0.143
H (0.7518, -0.9820, 2.5067)  0.061
H (1.6105, -1.1287, 1.0547)  0.068
H (0.3208, 0.0672, 1.3157)  0.047
H (-0.9013, -2.3460, 1.9389)  0.104
H (0.3130, -2.8802, 0.7077)  0.102
H (-2.1308, -2.5015, -0.1996)  0.064
H (-0.8190, -1.9234, -1.1052)  0.077
H (-1.8444, -0.8499, -0.2057)  0.068
C (-0.1256, 2.1067, -1.5133)  -0.172
C (1.0698, 2.2567, -0.5828)  -0.171
H (-0.1046, 1.1858, -2.0894)  0.062
H (-1.0191, 2.3230, -0.9163)  0.063
H (-0.1957, 2.9522, -2.2191)  0.060
H (1.4523, 3.2440, -0.3439)  0.065
H (1.9075, 1.6590, -0.9635)  0.065
H (0.8014, 1.6874, 0.3019)  0.021

Computed properties:
2S+1   1
LUMO energy   0.04275 Ha
Structure (SMILES)   CCC.CC
HOMO energy   -11.211 eV
Orbital gap   12.37 eV


#three
C5H14 | wB97M-V/def2-TZVPD

Last column: Löwdin charge in e.
Positions of all 19 atoms, in Å:
C (1.8365, 2.4016, -1.2095)  -0.140
C (0.5501, 1.9200, -1.8644)  -0.281
C (0.4997, 0.3068, -1.7320)  -0.100
H (2.1027, 3.4176, -1.5154)  0.064
H (2.7025, 1.7764, -1.4255)  0.063
H (1.7520, 2.4268, -0.1245)  0.069
H (-0.3695, 2.2394, -1.3839)  0.086
H (0.4783, 2.0802, -2.9380)  0.085
H (1.5252, -0.0391, -1.7160)  0.053
H (-0.1955, 0.1435, -0.9178)  0.049
H (0.0629, -0.1211, -2.6327)  0.054
C (-2.0642, -1.8260, 2.1834)  -0.185
C (-0.6507, -2.3719, 2.1979)  -0.172
H (-2.7842, -2.6299, 2.2553)  0.055
H (-2.2452, -1.1231, 2.9968)  0.062
H (-2.2927, -1.2718, 1.2680)  0.058
H (-0.3351, -2.4865, 3.2328)  0.062
H (-0.5835, -3.2368, 1.5466)  0.062
H (0.0108, -1.6062, 1.7790)  0.056

Computed properties:
2S+1   1
LUMO energy   0.03945 Ha
Structure (SMILES)   CCC.CC
HOMO energy   -10.957 eV
Orbital gap   12.03 eV


#four
C5H14 | wB97M-V/def2-TZVPD

Last column: Löwdin charge in e.
Positions of all 19 atoms, in Å:
C (-1.3566, 0.1772, 1.1762)  -0.121
C (-2.2269, 0.5920, -0.0281)  -0.303
C (-1.7825, -0.0240, -1.3651)  -0.110
H (-2.0039, 0.1322, 2.0526)  0.070
H (-0.4472, 0.7548, 1.2802)  0.037
H (-0.9152, -0.8050, 0.9650)  0.062
H (-3.2588, 0.3081, 0.1886)  0.089
H (-2.3006, 1.6806, -0.0499)  0.092
H (-0.7661, -0.4048, -1.2718)  0.054
H (-2.4758, -0.7727, -1.7453)  0.068
H (-1.7268, 0.7360, -2.1365)  0.059
C (1.9880, -0.4957, 0.7870)  -0.157
C (2.7247, -0.1004, -0.5291)  -0.164
H (1.3081, 0.2879, 1.0454)  0.024
H (1.7422, -1.5468, 0.6498)  0.067
H (2.7717, -0.5660, 1.5481)  0.063
H (2.0584, 0.0848, -1.3836)  0.054
H (3.2450, 0.8328, -0.3207)  0.056
H (3.4223, -0.8709, -0.8629)  0.059

Computed properties:
2S+1   1
LUMO energy   0.04234 Ha
Structure (SMILES)   CCC.CC
HOMO energy   -11.164 eV
Orbital gap   12.32 eV


Relative energies with respect to the most stable structure, expressed in hartree: #one 0.0164; #two 0.0072; #three 0.0000; #four 0.0036.